1.
A cluster of 3 separate species, C6H19N2O2 in total, computed with the ωB97M-V functional and the def2-TZVPD basis.

Computed properties:
Net charge: +1
Multiplicity: 1
HOMO-LUMO gap, eV: 8.550
Energy above the lowest of the compared OMol25 structures with the same formula, charge and spin, eV: 2.266
Max |F|, eV/A: 2.56

The geometry in XYZ format:
```
29
Properties=species:S:1:pos:R:3:forces:R:3
C 2.5875 -0.2454 -1.7329 0.47 -1.59 1.15
C 1.4292 -0.6825 -0.7922 -0.08 -0.43 -2.53
C 0.0882 -0.5484 -1.5480 -0.49 0.40 1.57
C -1.0458 -0.5465 -0.5380 -0.51 -0.72 0.92
C -1.1068 -1.5070 0.4041 -0.47 0.73 0.54
N -1.9719 -1.4445 1.4975 -0.23 -0.68 -0.05
C -2.0708 0.5607 -0.5668 -0.82 -0.33 -1.19
N 1.5242 0.0211 0.5047 0.82 0.51 0.32
H 2.3302 0.2971 -2.6350 -0.34 0.20 0.21
H 3.0541 -1.2014 -2.0249 0.15 0.62 -0.21
H 3.3252 0.2924 -1.1337 0.20 0.15 -0.38
H 1.4772 -1.7652 -0.5984 0.49 0.54 0.47
H 0.0422 0.3898 -2.0976 0.13 -0.14 -0.27
H 0.0337 -1.4270 -2.1987 0.02 0.41 -0.25
H -0.3870 -2.3155 0.4962 -0.07 -0.09 -0.30
H -2.1722 -2.2861 2.0171 0.05 -0.11 -0.37
H -2.7794 -0.8440 1.4335 0.16 0.01 -0.12
H -2.4063 0.5972 -1.5984 0.50 0.73 -0.68
H -3.0932 0.4058 -0.1994 0.53 -0.55 1.00
H -1.7422 1.5365 -0.2262 0.22 0.05 -0.02
H 2.4458 -0.1733 0.9124 -0.35 -0.43 0.20
H 0.7617 -0.2525 1.1415 -0.05 0.39 -0.02
H 1.5749 1.0411 0.3982 -0.89 0.06 -0.20
H -1.4245 0.6053 3.6254 0.11 -1.25 -0.14
H -0.6214 -0.8073 3.2153 -1.36 -0.21 0.33
O -0.6334 0.1364 3.3225 1.61 1.83 -0.02
H 0.8295 3.7607 -0.0249 0.25 -0.53 0.14
H -0.3898 3.4310 -0.7347 -0.59 -0.36 -0.38
O 0.3412 2.9716 -0.3187 0.55 0.78 0.29
```
Forces are in eV/Å.



2.
A cluster of 4 separate species, C6H19NO3 in total, computed with the ωB97M-V functional and the def2-TZVPD basis.

Computed properties:
Multiplicity: 1
HOMO-LUMO gap, eV: 9.506
Energy above the lowest of the compared OMol25 structures with the same formula, charge and spin, eV: 2.606
Max |F|, eV/A: 3.53

The geometry in XYZ format:
```
29
Properties=species:S:1:pos:R:3:forces:R:3
C 0.7132 1.9971 0.4713 -1.29 3.18 -0.84
N 0.1949 1.3352 -0.7276 -0.03 -0.20 -0.12
C -0.9687 0.4122 -0.6308 0.23 -0.61 0.81
C -2.3358 0.9943 -0.9664 1.23 0.02 0.35
C 1.3368 0.5853 -1.1225 2.49 -2.22 -0.68
C 1.9376 -0.1460 0.1648 -1.20 1.48 1.47
C 1.7420 1.1158 1.1329 0.48 -1.62 2.46
H 1.0549 3.0480 0.1327 0.33 -1.72 0.36
H -0.1395 2.3469 1.0597 0.03 -0.66 0.54
H -1.1028 -0.0444 0.4074 0.64 0.20 -1.09
H -0.7329 -0.3768 -1.3506 -0.25 -0.10 0.45
H -2.6268 1.4280 -0.0215 -0.79 0.86 -0.25
H -3.0293 0.2079 -1.2220 -0.22 -0.27 0.00
H -2.2151 1.6636 -1.8104 -0.35 0.43 0.13
H 2.2599 1.1366 -1.4617 -1.28 0.40 0.19
H 1.1160 -0.0819 -1.9682 0.19 0.61 0.55
H 2.9861 -0.4415 0.1474 -0.05 0.13 -0.47
H 1.3902 -0.9660 0.6964 0.06 0.38 -1.31
H 2.7116 1.5744 1.4271 -0.68 0.09 -0.65
H 1.3362 0.7735 2.1642 0.56 0.38 -1.58
H -0.4670 -0.5719 3.1426 -1.04 0.50 -0.04
H 0.6930 -1.2775 3.4814 0.30 -0.61 0.71
O -0.1950 -1.1596 3.8473 0.75 0.13 -0.71
H -3.0470 -2.5253 -0.7739 0.87 1.19 -0.47
H -2.5327 -2.2880 0.8477 0.28 0.64 -1.25
O -3.0093 -2.7308 0.1421 -1.14 -1.86 1.72
H 0.4539 -1.3969 -2.4759 0.11 0.79 -0.41
H 1.7110 -2.3428 -2.4096 0.28 0.47 -0.14
O 0.7645 -2.2694 -2.3239 -0.53 -2.01 0.27
```
Forces are in eV/Å.



3.
A cluster of 7 separate species, C6H19NO6 in total, computed with the ωB97M-V functional and the def2-TZVPD basis.

Computed properties:
Net charge: -1
Multiplicity: 2
HOMO-LUMO gap (alpha / beta), eV: 3.358 / 6.118
Energy above the lowest of the compared OMol25 structures with the same formula, charge and spin, eV: 0.000
Max |F|, eV/A: 2.45

The geometry in XYZ format:
```
32
Properties=species:S:1:pos:R:3:forces:R:3
C 2.0546 0.3944 0.9337 -0.28 -0.42 0.42
C 1.4644 0.1069 -0.2684 0.61 0.77 -0.34
N 0.1126 -0.1441 -0.0832 0.12 -1.16 0.87
C -0.1018 -0.2095 1.2824 -0.75 0.47 2.28
C 1.0867 0.1663 1.9555 -0.14 -0.09 -0.99
C -2.2690 -1.3238 1.2016 -1.18 -0.56 0.19
C -1.3076 -0.6332 1.9332 0.86 -0.26 -1.53
H 3.0593 0.7693 1.0665 0.14 -0.35 -0.02
H 1.9693 -0.0504 -1.1969 -0.13 0.38 -0.59
H -0.6438 0.0144 -0.7377 0.41 -0.18 0.04
H 1.1859 0.0939 3.0254 0.21 0.25 0.05
H -2.3401 -1.3436 0.1229 0.42 0.20 -0.14
H -3.1104 -1.8582 1.6390 0.08 0.29 0.34
H -1.3377 -0.5211 3.0084 -0.01 -0.20 0.08
H -2.7110 1.7681 1.5189 -0.43 -0.22 -0.19
H -1.2567 1.7261 1.3330 0.14 -0.23 -0.39
O -2.0627 1.9400 0.8332 0.26 0.83 0.23
H -0.3571 -2.3377 -0.8110 -0.10 0.05 0.22
H -1.1642 -3.4829 -1.4590 -0.07 -0.05 0.19
O -0.6906 -2.6738 -1.6568 0.28 0.00 -0.41
H -1.6766 -0.0872 -3.1358 -0.11 -0.48 -0.02
H -0.5027 -1.0427 -2.6608 -0.57 -0.20 0.04
O -0.8032 -0.1258 -2.7459 0.40 0.76 -0.33
H -1.0447 2.6732 -0.9089 -0.21 -0.65 0.14
H -0.6413 1.7336 -2.1419 -0.10 -0.25 0.54
O -0.6438 2.6255 -1.7805 0.38 1.04 -0.73
H 3.0274 -2.2461 0.2871 0.39 0.34 -0.39
H 1.8502 -2.1273 1.1688 -0.18 0.04 0.11
O 2.3849 -2.7976 0.7190 -0.32 -0.42 0.36
H 2.9269 2.7163 -0.6193 -0.16 -0.15 -0.92
H 1.5000 3.2177 -1.2977 0.34 -0.55 -0.55
O 2.0429 3.0593 -0.5247 -0.30 1.04 1.45
```
Forces are in eV/Å.



4.
A structure of composition C6H20N3STc, computed with the ωB97M-V functional and the def2-TZVPD basis.

Computed properties:
Net charge: +1
Multiplicity: 4
HOMO-LUMO gap (alpha / beta), eV: 7.357 / 7.220
Energy above the lowest of the compared OMol25 structures with the same formula, charge and spin, eV: 0.000
Max |F|, eV/A: 3.06

The geometry in XYZ format:
```
31
Properties=species:S:1:pos:R:3:forces:R:3
C -2.0345 2.4178 -2.5470 0.52 -0.04 0.76
Tc 1.2255 -1.3645 -2.2775 0.06 0.86 0.15
N 1.9576 -2.4544 -3.8549 1.85 -1.64 -1.81
H 0.3870 -0.4868 -3.3447 0.16 0.10 -0.17
H 2.9091 -2.2678 -4.1778 0.14 0.27 0.13
H -2.4319 1.8762 -3.3806 -0.35 -0.11 -0.59
H -1.8591 3.4729 -2.8063 -0.03 -0.49 0.11
H -1.0811 1.9055 -2.2872 -0.56 0.53 0.06
H -2.7601 2.3508 -1.7169 0.43 0.08 -0.29
H 1.9597 -3.4796 -3.8268 -0.21 0.19 0.36
H 1.4095 -2.2489 -4.6726 -0.61 0.28 -0.41
C 2.4108 -0.4553 2.6791 0.07 0.18 0.29
C 1.5919 0.1405 1.5543 -0.01 -0.21 -0.19
N 0.8950 -0.9649 0.8453 0.19 0.87 -0.09
C -0.2822 -0.8149 0.2124 -0.43 -0.21 0.78
S -0.6258 -1.8094 -1.1386 -1.41 -0.10 0.56
N -1.2242 0.0287 0.6963 -0.02 -0.60 -0.09
C -1.5311 0.0689 2.1532 0.00 0.16 -0.02
C -2.0059 1.4496 2.5720 0.05 0.06 0.20
H 1.7863 -1.0785 3.3293 0.13 0.14 -0.09
H 2.8524 0.3464 3.2791 0.01 -0.20 -0.08
H 3.2226 -1.0737 2.2809 -0.11 0.07 0.11
H 0.8537 0.8689 1.8994 0.19 -0.23 -0.06
H 2.2411 0.6560 0.8297 -0.19 -0.09 0.17
H 1.5322 -1.6659 0.4592 -0.62 0.22 0.28
H -2.0644 0.1133 0.1056 0.79 -0.20 0.31
H -2.3188 -0.6769 2.3484 0.32 0.15 -0.04
H -0.6352 -0.2331 2.7107 -0.37 0.05 -0.21
H -3.0015 1.6677 2.1682 0.24 0.01 0.02
H -2.0732 1.4836 3.6653 -0.06 0.06 -0.21
H -1.3053 2.2278 2.2424 -0.18 -0.17 0.08
```
Forces are in eV/Å.



5.
A structure of composition C6H20NO4, computed with the ωB97M-V functional and the def2-TZVPD basis.

Computed properties:
Multiplicity: 2
HOMO-LUMO gap (alpha / beta), eV: 10.064 / 5.510
Energy above the lowest of the compared OMol25 structures with the same formula, charge and spin, eV: 0.694
Max |F|, eV/A: 2.75

The geometry in XYZ format:
```
31
Properties=species:S:1:pos:R:3:forces:R:3
C -0.6484 -0.9351 1.6518 0.85 1.03 0.02
O 0.7352 -0.9630 1.2608 -2.24 -0.26 0.67
C -1.4964 -0.3290 0.5411 0.09 0.73 -1.68
C -0.9183 1.0568 0.0222 -1.19 -0.02 -1.09
C -2.1000 2.0291 -0.1002 -0.06 1.70 2.12
C -0.2481 1.0217 -1.3785 1.17 -2.22 1.13
C 0.7855 2.0941 -1.6784 1.59 1.18 -0.84
N -1.6506 -1.2944 -0.5944 0.56 -1.16 0.91
H -0.6256 -0.3533 2.5977 -0.09 0.30 -0.38
H -1.0401 -1.8858 2.0342 0.43 -0.34 -0.38
H -2.5191 -0.0913 0.9036 0.60 -0.44 0.13
H -0.1432 1.3598 0.7521 -0.49 0.35 -0.39
H -3.0101 1.7132 -0.5824 0.11 -0.82 -0.70
H -1.8573 3.0198 -0.5054 0.37 -0.37 -0.30
H -2.4865 2.3161 0.8986 0.24 -0.26 -0.04
H 0.2525 0.0282 -1.3641 0.66 0.77 -0.01
H -0.8659 0.8019 -2.2538 -0.78 0.85 0.43
H 1.7948 1.6735 -1.7926 -0.33 -0.40 -0.19
H 0.5771 2.5583 -2.6524 -0.01 -0.08 0.21
H 1.0847 2.9665 -1.0363 -1.37 -0.84 0.23
H -1.3664 -2.1903 -0.1752 -0.75 0.06 -0.48
H -0.9557 -1.2689 -1.3603 -0.50 0.78 0.81
H 1.8092 0.7346 2.8856 0.58 0.45 0.40
H 1.9424 -0.5162 2.1600 1.54 0.43 0.87
O 2.5170 0.0954 2.7187 -1.50 -0.53 -0.73
H 1.8017 -1.9041 -1.2024 0.45 -0.47 -1.06
H 3.1634 -1.4432 -1.0126 0.28 -0.07 -0.81
O 2.6079 -1.7653 -1.7486 -0.22 0.63 1.38
H 0.8685 -2.0114 0.5456 0.33 -1.94 -1.36
H 1.1412 -3.6055 0.5389 0.08 0.08 -0.18
O 0.8507 -2.9119 -0.0729 -0.39 0.87 1.31
```
Forces are in eV/Å.



6.
A structure of composition C6H20O4, computed with the ωB97M-V functional and the def2-TZVPD basis.

Computed properties:
Multiplicity: 1
HOMO-LUMO gap, eV: 7.661
Energy above the lowest of the compared OMol25 structures with the same formula, charge and spin, eV: 10.045
Max |F|, eV/A: 13.54

The geometry in XYZ format:
```
30
Properties=species:S:1:pos:R:3:forces:R:3
O 1.3921 0.7393 0.6098 9.30 7.39 5.39
H 1.7256 0.4854 1.4704 0.64 0.09 0.86
H 1.3324 1.6939 0.6476 -0.37 0.77 0.09
O -0.3537 -0.1041 0.2292 0.44 -9.50 -9.63
H -0.3708 0.1636 -0.6897 -0.96 -0.11 0.45
H 0.4998 0.1888 0.5486 -2.12 -1.03 0.12
C -3.5084 1.4536 2.5346 -0.37 -1.46 -1.14
C -2.6280 0.3422 1.7911 -1.52 1.14 0.90
C -3.2589 -0.3104 0.5104 -0.97 -0.18 1.52
O -1.4821 0.8828 1.3872 -3.66 8.68 5.53
H -3.8891 2.2276 1.8681 0.33 -0.09 -0.62
H -2.9979 2.0198 3.3137 0.18 -0.64 0.22
H -4.4232 0.9571 2.8582 -0.03 0.08 0.70
H -2.1953 -0.3587 2.5050 -1.65 -1.13 0.75
H -3.8969 -1.1574 0.7627 0.09 -0.32 0.06
H -2.4387 -0.6518 -0.1212 -0.50 0.05 -0.09
H -3.9555 0.3705 0.0212 0.43 0.33 -0.28
H -0.9892 0.1966 0.9314 -2.18 0.10 1.53
C 1.3339 -0.4599 -1.3428 0.58 -1.32 -0.24
C 2.4856 -0.7708 -2.2338 0.47 -1.45 0.35
C 3.9508 -0.5865 -1.6430 -0.86 2.05 -1.73
O 2.3007 -2.1335 -2.6035 0.31 -0.76 -0.55
H 0.8071 0.4515 -1.6253 0.77 0.58 -0.28
H 1.6559 -0.3754 -0.3049 0.50 -1.76 -2.89
H 0.5154 -1.1788 -1.3047 0.85 -0.74 -0.98
H 2.2640 -0.1735 -3.1182 1.17 0.10 -0.42
H 4.6467 -0.5608 -2.4816 0.06 -0.62 -0.21
H 4.4215 -1.1625 -0.8463 -0.91 -0.44 0.08
H 4.0164 0.4707 -1.3857 -0.05 0.16 0.64
H 3.0397 -2.6593 -2.2887 0.02 0.05 -0.09
```
Forces are in eV/Å.